DFT (wB97M-V/def2-TZVPD) results for 2 unconnected molecules or ions with the total composition C10H13O3P.

The geometry in XYZ format:
```
27
Properties=species:S:1:pos:R:3:lowdin_charge:R:1
C 3.33 0.16 -0.15 -0.197
C 2.58 1.05 0.51 -0.172
C 2.82 -0.93 -0.84 -0.099
C 1.23 0.90 0.55 -0.096
C 1.43 -0.90 -0.94 -0.031
C 0.59 -0.03 -0.22 -0.252
C -1.46 -0.46 2.28 -0.112
C -1.46 2.10 -0.46 0.048
C -1.71 -0.78 0.79 -0.237
C -0.85 -0.13 -0.33 -0.181
O -1.17 -2.41 -1.44 -0.433
O -2.81 -0.63 -2.15 -0.449
O -0.33 -0.62 -3.01 -0.439
P -1.37 -1.01 -1.96 0.047
H 4.51 0.27 -0.17 0.111
H 3.07 1.91 0.98 0.087
H 3.45 -1.79 -1.05 0.086
H 0.65 1.53 1.27 0.095
H 0.82 -1.60 -1.54 0.072
H -0.81 0.55 2.38 0.090
H -0.91 -1.19 2.84 0.031
H -2.38 -0.34 2.80 0.025
H -0.89 2.40 -1.20 -0.061
H -2.42 1.74 -0.61 -0.043
H -1.32 2.29 0.57 -0.040
H -1.88 -1.75 0.52 0.045
H -2.72 -0.34 0.57 0.106
```

The net charge is -2. Its frontier orbital gap is 5.698 eV. The strongest force on any atom comes out at 6.48 eV Å⁻¹. The HOMO energy is 0.071 eV. The calculation puts the electronic energy at -955.83912 a.u.

---

DFT (wB97M-V/def2-TZVPD) results for a gas-phase ion, C5H10NO2 (charge +1).

The geometry in XYZ format:
```
18
Properties=species:S:1:pos:R:3:lowdin_charge:R:1
C 0.21 1.26 -0.23 -0.036
C 1.16 0.38 0.20 -0.297
C -1.91 0.09 -0.22 -0.309
C 2.57 0.60 -0.21 0.010
C -1.48 -1.17 -0.79 0.046
N 0.60 -0.65 1.04 0.105
O -1.18 1.14 0.01 0.129
O -3.09 -0.02 0.36 0.226
H 0.59 2.18 -0.57 0.121
H 2.46 1.08 -1.15 0.085
H 3.01 -0.27 -0.55 0.071
H 3.05 1.05 0.67 0.120
H -0.60 -1.01 -1.30 0.073
H -2.20 -1.74 -1.33 0.111
H -1.28 -2.02 -0.05 0.159
H -0.08 -0.37 1.74 0.117
H 1.32 -1.24 1.40 0.104
H -3.17 0.72 0.98 0.165
```

The net charge is +1. Its frontier orbital gap (alpha / beta) is 8.291 / 8.292 eV. The strongest force on any atom comes out at 4.77 eV Å⁻¹. The HOMO energy (alpha / beta) is -12.966 / -12.966 eV. The calculation puts the electronic energy at -401.42581 a.u.

---

DFT (wB97M-V/def2-TZVPD) results for a molecular structure, C4H6N2O2.

The geometry in XYZ format:
```
14
Properties=species:S:1:pos:R:3:lowdin_charge:R:1
C 0.86 1.37 -1.04 -0.175
C 0.53 0.43 0.08 -0.414
C -0.18 -1.31 0.55 -0.409
N -0.67 -2.55 0.58 0.176
C -0.94 -0.04 0.74 -0.003
O 0.07 0.91 1.26 0.012
O 0.09 2.54 -1.02 -0.040
N 1.02 -0.92 0.16 0.147
H 0.01 2.84 -0.10 0.092
H -1.56 -2.72 1.03 0.110
H -0.05 -3.32 0.42 0.113
H -1.83 0.34 0.28 0.122
H 1.94 1.58 -0.95 0.136
H 0.70 0.86 -1.99 0.134
```

Its frontier orbital gap is 8.967 eV. The strongest force on any atom comes out at 2.84 eV Å⁻¹. The HOMO energy is -8.172 eV. The calculation puts the electronic energy at -415.88735 a.u.